Record 1
71
Properties=species:S:1:pos:R:3:mulliken_spin:R:1 method="wB97M-V/def2-TZVPD" energy_ha=-2218.98087 s2=12.74 multiplicity=7
C 3.10 -0.61 1.57 -0.058
C 2.96 -1.46 0.42 0.065
C 2.33 -0.70 -0.62 -0.020
H 3.35 -2.47 0.32 0.003
C 2.07 0.61 -0.11 -0.075
C 2.55 0.67 1.24 0.077
H 1.66 1.44 -0.69 0.009
C -1.31 -2.66 1.36 0.033
C -0.20 -3.32 0.72 -0.030
C -0.10 -2.79 -0.60 0.081
H 0.41 -4.12 1.13 -0.003
C -1.20 -1.91 -0.83 -0.081
C -1.86 -1.73 0.43 -0.008
H 2.19 -1.00 -1.66 0.000
H 2.56 1.55 1.88 0.005
H 3.60 -0.88 2.50 -0.006
H -2.74 -1.10 0.59 0.005
H 0.60 -3.12 -1.38 0.007
H -1.69 -2.89 2.36 0.002
Tb 0.62 -0.97 1.21 5.942
C -1.90 -1.79 -2.17 -0.005
C -3.09 -2.78 -2.15 0.000
C -0.98 -2.22 -3.31 -0.002
H -2.75 -3.80 -1.93 0.000
H -3.58 -2.80 -3.13 0.000
H -3.84 -2.50 -1.40 0.000
H -0.66 -3.27 -3.18 0.000
H -0.08 -1.59 -3.37 0.001
H -1.53 -2.16 -4.26 0.000
C -2.53 -0.38 -2.44 -0.001
C -1.68 0.78 -2.96 0.001
H -3.00 -0.03 -1.52 -0.001
H -3.33 -0.55 -3.19 0.000
O -1.58 1.85 -2.34 0.000
N -1.08 0.63 -4.17 0.000
C -0.19 1.63 -4.72 0.000
H -1.31 -0.17 -4.76 0.000
C 1.23 1.13 -4.71 0.000
C 2.23 1.88 -4.08 0.000
H 1.96 2.84 -3.64 0.000
C 3.54 1.39 -4.02 0.000
H 4.31 1.98 -3.52 0.000
C 3.84 0.14 -4.58 0.000
H 4.86 -0.25 -4.52 0.000
C 2.84 -0.60 -5.24 0.000
H 3.07 -1.56 -5.68 0.000
C 1.54 -0.09 -5.31 0.000
H 0.76 -0.65 -5.84 0.000
H -0.27 2.53 -4.12 0.000
H -0.50 1.86 -5.75 0.000
C -1.51 3.40 4.82 0.000
C -0.55 2.34 4.33 -0.002
C 0.87 2.81 4.64 0.000
O -0.72 2.27 2.90 0.005
B -0.50 0.98 2.61 -0.007
O -0.44 0.06 3.65 0.065
C -0.83 0.87 4.80 -0.001
C -0.05 0.39 5.99 0.001
C -2.31 0.61 5.07 0.000
H -2.55 3.15 4.61 0.000
H -1.28 4.35 4.32 0.000
H -1.39 3.55 5.90 0.000
H 1.08 3.74 4.10 0.000
H 0.97 3.01 5.71 0.000
H 1.65 2.08 4.35 0.000
H -0.32 0.97 6.87 0.000
H -0.29 -0.66 6.18 0.000
H 1.03 0.47 5.83 0.000
H -2.97 0.93 4.25 0.001
H -2.47 -0.46 5.24 0.000
H -2.62 1.14 5.99 0.000

---

Record 2
21
Properties=species:S:1:pos:R:3:nbo_charge:R:1 method="wB97M-V/def2-TZVPD" e_above_lowest_kj_mol=296.5 multiplicity=1
C -1.80 -1.11 -0.64 -0.257
C -0.61 -0.83 -1.10 0.013
C -2.96 -0.61 -1.55 -0.634
C 0.28 0.72 2.03 -1.111
C 2.40 1.24 -0.45 -1.114
N 0.96 -1.42 0.13 -1.125
O 2.81 -0.61 1.92 -1.077
Si 1.67 -0.02 0.88 1.961
H -2.20 -1.50 0.36 0.249
H -0.20 -0.54 -2.08 0.211
H -3.66 -1.50 -1.93 0.213
H -3.71 -0.14 -0.93 0.227
H -2.59 -0.12 -2.46 0.221
H 0.25 1.91 1.87 0.228
H -0.68 0.39 1.76 0.233
H 0.54 0.39 3.04 0.223
H 1.42 1.77 -0.90 0.227
H 3.08 1.99 0.01 0.236
H 2.93 0.69 -1.20 0.228
H 1.54 -1.83 -0.60 0.362
H 2.67 -0.23 2.77 0.488

---

Table of largest force on an atom (hartree/bohr), in record order: 0.088 0.098